ORCA calculation (wB97M-V/def2-TZVPD) on the ion C6H8NO with charge +1 in a non-equilibrium geometry.

Total charge = +1
HOMO-LUMO gap = 0.303 Ha
SMILES = C=C(O)C=[N+]=C1CC1
E_tot = -9877.9534 eV
Energy above the lowest of the compared OMol25 structures with the same formula, charge and spin = 234.2 kJ/mol
LUMO energy = -5.73 eV
Highest occupied orbital energy = -0.51368 Eh
Multiplicity = 1

Element x y z (Å)
C 1.098 -1.175 -0.232
C 1.890 -0.086 0.063
O 3.183 -0.036 0.322
C 1.258 1.195 -0.126
N -0.019 1.387 -0.364
C -0.990 0.611 -0.116
C -2.317 0.078 -0.560
C -1.880 0.115 0.884
H 0.270 -0.899 -0.750
H 1.613 -2.076 -0.129
H 3.505 -1.002 0.219
H 1.915 2.024 -0.037
H -2.387 -0.775 -1.192
H -3.115 0.808 -0.789
H -2.530 0.714 1.586
H -1.492 -0.885 1.221

***

ORCA calculation (wB97M-V/def2-TZVPD) on the ion C6H8NO2 with charge +1 in a non-equilibrium geometry.

Total charge = +1
HOMO-LUMO gap = 0.336 Ha
E_tot = -11924.9088 eV
Energy above the lowest of the compared OMol25 structures with the same formula, charge and spin = 278.0 kJ/mol
LUMO energy = -4.30 eV
Highest occupied orbital energy = -0.49442 Eh
Multiplicity = 1

Element x y z (Å)
C -1.693 2.864 0.384
C -1.278 1.851 -0.154
C -1.284 -1.422 0.229
C 0.169 -1.188 0.834
C -1.034 0.647 -0.876
C 0.841 0.023 0.195
N 2.006 -0.387 -0.651
O -1.895 -2.473 0.357
O -1.774 -0.426 -0.613
H -1.590 3.654 1.058
H -0.125 -0.946 1.878
H 0.597 -2.147 0.656
H -0.615 0.790 -1.791
H 0.901 0.800 0.969
H 2.800 -0.673 -0.073
H 2.316 0.324 -1.326
H 1.656 -1.289 -1.077